Entry 1:
An isolated ion of composition C4H9N2 and charge +1. Source: the OMol25 dataset; level of theory: ωB97M-V/def2-TZVPD.

The geometry in XYZ format:
```
15
Properties=species:S:1:pos:R:3:forces:R:3:nbo_charge:R:1
C -0.09442 1.33721 -0.62360 -0.2 0.4 1.2 -0.051
C -0.35142 0.35131 2.54957 0.4 1.8 -4.9 -0.110
C 0.43819 -0.75757 0.31353 -1.1 -0.3 1.3 -0.050
C -0.07347 -0.59073 -2.00512 0.3 1.1 -1.3 -0.419
N 0.15177 -0.50684 1.66262 0.0 0.2 0.4 -0.396
N 0.02794 0.07902 -0.69329 0.8 -1.7 0.6 -0.229
H -0.27015 1.87564 -1.47935 -0.6 1.1 -1.8 0.211
H 0.05529 1.85296 0.28332 0.2 0.4 0.8 0.199
H -0.39352 -0.00191 3.54393 -0.1 0.2 0.9 0.238
H -0.61675 1.36298 2.06008 0.0 -1.7 1.9 0.211
H 0.46283 -1.81815 0.03576 0.2 0.6 0.5 0.225
H -0.20053 0.37419 -2.66894 0.6 -2.8 0.3 0.236
H -0.98033 -1.22886 -2.07221 0.5 0.6 0.2 0.249
H 0.85672 -1.26152 -2.11504 -1.4 1.5 -0.3 0.255
H 0.52401 -1.25653 2.19230 0.3 -1.5 0.2 0.430
```
Forces are in eV/Å.

Output
- Kohn-Sham gap (eV) = 7.752
- 2S+1 = 1
- charge = +1
- HOMO (eV) = -12.42


Entry 2:
C21H41IrN7OSi4 as an isolated structure. Source: the OMol25 dataset; level of theory: ωB97M-V/def2-TZVPD.

The geometry in XYZ format:
```
75
Properties=species:S:1:pos:R:3:forces:R:3:mulliken_spin:R:1
Ir -0.15066 0.68698 1.46133 0.3 0.7 -0.6 0.558
C -1.98578 0.67194 3.01353 -0.2 -0.1 0.1 0.198
C -0.77230 0.89115 3.70723 0.1 0.0 0.2 -0.028
C -0.19768 2.09586 3.23621 0.1 0.1 0.1 0.116
C -1.02368 2.58029 2.16225 -0.1 -0.1 0.1 0.020
C -2.12473 1.68211 2.03051 0.1 0.0 -0.1 0.014
H -2.65556 -0.15850 3.16344 0.0 0.1 0.0 0.025
H -0.38317 0.28485 4.51085 0.0 0.0 0.0 -0.001
H 0.67532 2.57639 3.64756 0.0 0.0 0.0 0.007
H -0.91096 3.51043 1.63521 0.0 0.0 0.0 0.007
H -2.94413 1.79248 1.33989 0.0 0.0 0.0 0.017
C 3.29638 1.46777 1.64250 0.0 0.0 0.0 -0.006
Si 1.75470 2.07509 0.79436 -0.2 -0.1 0.1 0.017
C 2.22746 1.93250 -1.08427 0.0 0.0 0.0 -0.001
C 1.54088 3.91789 0.99785 0.0 0.0 0.0 -0.007
Si 0.03666 0.97200 -0.89319 0.1 0.0 0.0 0.001
Si -1.28439 2.65742 -1.96283 -0.1 0.0 0.1 0.004
C -2.63743 1.59819 -2.71750 0.0 0.0 0.0 0.000
C -2.08062 3.91583 -0.82926 0.0 0.0 0.0 -0.001
C -0.26548 3.60453 -3.20701 0.0 0.0 0.0 0.001
Si 0.82395 -0.62144 -2.54867 0.0 -0.1 0.1 0.002
C 0.75343 0.29462 -4.17757 0.0 0.0 0.0 0.002
C -0.30119 -2.10547 -2.62637 0.0 0.0 0.0 -0.001
C 2.60605 -1.16952 -2.31915 0.0 0.0 0.0 0.001
H 4.09809 2.18869 1.46406 0.0 0.0 0.0 -0.001
H 3.63391 0.50232 1.26422 0.0 0.0 0.0 0.001
H 3.16373 1.38573 2.72326 0.0 0.0 0.0 0.000
H 2.87510 2.81867 -1.05993 0.0 0.0 0.0 0.003
H 1.61958 2.13737 -1.97418 0.0 0.0 0.0 -0.001
H 2.85023 1.06505 -1.27644 0.0 0.0 0.0 0.000
H 2.49627 4.37567 0.72702 0.0 0.0 0.0 -0.001
H 1.30892 4.24741 2.00969 0.0 0.0 0.0 0.000
H 0.78535 4.32549 0.32377 0.0 0.0 0.0 0.000
H -3.25258 1.14195 -1.93652 0.0 0.0 0.0 0.000
H -2.26209 0.80496 -3.36639 0.0 0.0 0.0 0.000
H -3.30385 2.22302 -3.31719 0.0 0.0 0.0 0.000
H -2.73113 3.49131 -0.06500 0.0 0.0 0.0 0.000
H -2.71562 4.54290 -1.46282 0.0 0.0 0.0 0.000
H -1.36205 4.58893 -0.35882 0.0 0.0 0.0 0.000
H 0.23326 2.98831 -3.95215 0.0 0.0 0.0 0.000
H 0.48431 4.22384 -2.70883 0.0 0.0 0.0 0.000
H -0.93423 4.28438 -3.74192 0.0 0.0 0.0 0.000
H -0.23594 0.66714 -4.44328 0.0 0.0 0.0 0.000
H 1.04748 -0.42346 -4.94934 0.0 0.0 0.0 0.000
H 1.46538 1.11957 -4.23099 0.0 0.0 0.0 0.000
H -1.35438 -1.84406 -2.73820 0.0 0.0 0.0 0.000
H -0.17886 -2.75269 -1.75917 0.0 0.0 0.0 0.000
H -0.01444 -2.67628 -3.51442 0.0 0.0 0.0 0.000
H 3.29852 -0.46590 -2.78271 0.0 0.0 0.0 0.000
H 2.71049 -2.11730 -2.85522 0.0 0.0 0.0 0.000
H 2.91739 -1.33954 -1.29048 0.0 0.0 0.0 0.000
N 1.86520 -3.98309 0.20752 0.0 0.1 0.0 0.000
N 1.77198 -2.83825 0.97522 0.1 -0.1 0.0 0.002
N 2.17664 -2.71671 2.23238 0.1 0.0 -0.1 0.000
C 1.79953 -1.49583 2.52899 0.1 0.0 0.0 0.009
N 1.18595 -0.91601 1.47282 -0.1 -0.2 0.1 -0.008
N 1.18358 -1.78839 0.49579 -0.1 0.0 0.1 0.004
H 1.44954 -4.74452 0.75081 0.0 0.0 0.0 0.000
H 2.83986 -4.14948 -0.01968 0.0 -0.1 0.1 0.000
H 1.95922 -1.01920 3.48160 0.0 0.0 0.0 0.000
N -1.53621 -5.03382 3.67390 -0.1 -0.1 0.0 0.000
C -0.98582 -4.82207 2.46729 0.1 0.0 0.0 0.001
O 0.00080 -5.40946 2.05587 0.1 0.1 -0.1 0.001
C -1.58602 -3.72772 1.62195 0.0 -0.1 0.0 0.000
C -2.25011 -4.00712 0.43032 -0.1 0.0 0.0 -0.002
C -2.65093 -2.95059 -0.36527 0.0 0.0 0.0 0.009
C -2.28436 -1.66270 0.00073 0.0 0.0 0.0 -0.021
N -1.61728 -1.39195 1.11893 -0.1 -0.3 0.0 0.066
C -1.33149 -2.40865 1.94026 0.0 0.0 0.0 -0.016
H -1.17105 -5.79001 4.23429 0.0 0.0 0.0 0.000
H -2.44956 -4.67752 3.89818 0.0 0.0 0.0 0.000
H -2.44989 -5.03064 0.13961 0.0 0.0 0.0 0.000
H -3.19872 -3.11610 -1.28203 0.0 0.0 0.0 0.000
H -2.52522 -0.81817 -0.63772 0.0 0.0 0.0 0.010
H -0.83558 -2.15885 2.87329 0.0 0.0 0.0 -0.003
```
Forces are in eV/Å.

Output
- Kohn-Sham gap (spin up / spin down) (eV) = 7.725 / 7.343
- 2S+1 = 2
- charge = +2
- HOMO (spin up / spin down) (eV) = -13.36 / -14.25
- ⟨S²⟩ = 0.758


What energy relative to the best compared isomer or geometry (same formula, charge and spin) values result from the calculations? In sequence: 396.7; 2.4 kJ/mol.